# 1
Entry from the Open Molecules 2025 dataset: an isolated molecule of C5H10N2O in a non-equilibrium geometry (ωB97M-V with the def2-TZVPD basis set).

Its relative energy (zero: lowest compared OMol25 entry of this formula, charge and spin) is 5.149 eV. The frontier orbital gap (alpha / beta) is 6.2013 / 9.4322 eV. The spin multiplicity is 1. The net charge is 0. Its LUMO energy (alpha / beta) is -0.007 / 0.031 hartree.

Each line ends with the Löwdin charge.
Element x y z (Å)
H  -1.6442  0.9974  2.3527  0.082
C  0.1899  0.0805  -0.1097  -0.579
N  -1.1602  1.1824  1.4831  0.030
H  -1.2307  -2.3007  0.2021  0.050
C  0.2644  -1.2686  -0.8440  -0.141
O  1.9365  0.5419  1.5795  0.023
H  -0.3939  -3.2297  -1.1788  0.053
H  -1.2436  0.9542  -1.4775  0.083
H  0.9870  -1.3006  -1.6560  0.106
C  -0.4968  -2.3246  -0.5917  0.015
H  2.4870  -0.1935  -0.1852  0.114
H  -1.8478  1.5499  0.8221  0.085
H  0.4345  1.1374  -2.0045  0.084
H  1.0558  0.6635  2.0195  0.102
H  -0.1757  2.1525  -0.6941  0.073
N  -0.5788  -0.0519  1.0773  0.005
C  -0.2252  1.1571  -1.1351  -0.043
C  1.6417  0.2526  0.3401  -0.141

Cartesian forces, eV/Å:
0.03 -0.01 0.03
1.00 -0.53 -1.24
0.13 -1.59 -0.43
-0.02 -0.06 0.00
-0.57 0.12 0.12
-0.68 0.58 2.19
0.00 0.02 0.09
-0.02 0.06 -0.06
-0.01 0.06 0.09
0.11 0.14 -0.09
-0.38 -0.05 -0.11
0.40 0.12 -0.12
-0.01 -0.08 0.14
0.97 0.01 0.01
0.03 0.01 -0.03
-0.89 1.38 0.86
-0.20 -0.08 0.33
0.10 -0.09 -1.78

=====

# 2
Entry from the Open Molecules 2025 dataset: a cluster of 2 separate species, C2HN4 in total in a non-equilibrium geometry (ωB97M-V with the def2-TZVPD basis set).

Its relative energy (zero: lowest compared OMol25 entry of this formula, charge and spin) is 1.954 eV. The frontier orbital gap is 10.1781 eV. The spin multiplicity is 1. The net charge is +1. Its LUMO energy is -0.295 hartree.

Each line ends with the Löwdin charge.
Element x y z (Å)
N  0.2147  1.3103  0.9947  0.392
N  -1.8523  -0.7354  -1.0471  0.294
C  -1.2097  -0.2194  -0.2249  -0.148
N  1.7987  -1.6717  -0.8725  0.220
N  0.8441  -1.0956  -0.9475  0.052
H  0.2679  1.9940  1.8334  0.240
C  -0.0634  0.4178  0.2639  -0.049

Cartesian forces, eV/Å:
-0.12 -2.25 -1.09
-0.09 0.74 1.48
-0.28 -0.86 -2.18
-3.17 1.71 -0.35
5.32 -2.61 -0.31
0.42 -1.38 -1.94
-2.08 4.65 4.40

=====

# 3
Entry from the Open Molecules 2025 dataset: a cluster of 2 separate species, C3H9NO2 in total in a non-equilibrium geometry (ωB97M-V with the def2-TZVPD basis set).

The expectation value of S² is 0.754. Its relative energy (zero: lowest compared OMol25 entry of this formula, charge and spin) is 1.764 eV. The frontier orbital gap (alpha / beta) is 10.4218 / 5.0199 eV. The spin multiplicity is 2. The net charge is +1. Its LUMO energy (alpha / beta) is -0.148 / -0.346 hartree.

Each line ends with the Löwdin charge.
Element x y z (Å)
H  -0.6633  -1.4638  2.3233  0.111
H  0.7307  -2.1180  -1.4628  0.106
C  0.6760  -1.9310  0.6047  -0.545
C  -0.4597  1.8812  -1.2161  -0.020
N  0.1621  1.2481  -0.1051  0.218
H  0.0550  1.7216  0.7924  0.152
H  -1.5429  1.7612  -1.1198  0.129
O  1.7958  -2.1737  0.8981  0.158
H  -0.0784  1.5036  -2.1611  0.114
H  -0.0112  -0.2070  1.4399  0.069
H  -0.2547  2.9663  -1.2505  0.150
H  -1.3487  -0.9272  0.7257  0.087
H  1.1850  1.1436  -0.0780  0.172
O  0.2204  -2.1908  -0.6713  0.069
C  -0.4660  -1.2142  1.2806  0.029

Cartesian forces, eV/Å:
-0.11 -0.48 -0.17
1.54 -0.40 -0.23
-0.60 -0.51 -2.92
-0.53 -0.84 -0.80
2.01 2.61 0.89
-1.30 -0.30 0.30
0.02 0.14 -0.15
0.22 0.42 1.32
-0.13 -0.30 0.06
0.14 -0.26 0.22
0.11 0.06 0.62
-0.18 -1.10 -0.34
-0.08 -1.09 -0.98
-2.15 0.45 0.65
1.02 1.62 1.51

=====

# 4
Entry from the Open Molecules 2025 dataset: a cluster of 2 separate species, C4H13N2O2 in total in a non-equilibrium geometry (ωB97M-V with the def2-TZVPD basis set).

Its relative energy (zero: lowest compared OMol25 entry of this formula, charge and spin) is 1.367 eV. The frontier orbital gap is 11.5933 eV. The spin multiplicity is 1. The net charge is +1. Its LUMO energy is -0.112 hartree.

Each line ends with the Löwdin charge.
Element x y z (Å)
H  1.2226  -2.6356  1.3660  0.090
H  0.4921  -1.4830  -0.7968  0.140
H  -1.6372  -2.1243  0.0338  0.148
N  -2.0718  -1.2095  0.0487  0.228
C  0.4970  -1.8307  1.4935  -0.067
H  -0.4216  -2.3887  1.6678  0.072
N  -0.1201  1.5111  -1.4021  0.228
C  0.4356  -1.0118  0.2057  -0.178
C  -1.1183  0.7148  -0.9906  -0.468
H  0.8431  1.5123  -1.1251  0.103
H  -1.0196  0.3361  1.0830  0.171
H  -0.3112  1.9472  -2.2916  0.138
H  2.8387  3.9794  -0.0158  0.033
H  -2.5146  -0.8318  -0.8288  0.137
H  3.6269  2.7843  -0.4083  0.048
H  0.8663  -1.2318  2.3231  0.096
O  -2.1452  0.5702  -1.6591  0.063
O  2.9262  3.0560  0.2109  -0.064
C  -0.9145  -0.2221  0.1504  -0.203
H  -2.7120  -1.1564  0.8404  0.178
H  1.2377  -0.2856  0.0949  0.109

Cartesian forces, eV/Å:
0.19 0.09 0.02
0.00 -0.78 0.76
-0.47 -0.43 -0.44
0.96 0.94 0.64
1.05 -0.79 -1.15
-0.19 0.35 0.49
-0.68 0.12 -0.29
-1.20 1.13 -1.13
0.64 -0.44 -2.04
0.06 -0.03 0.66
-0.10 -0.04 0.04
0.01 0.21 0.02
-0.26 0.58 0.16
-0.38 -0.34 -0.28
-0.21 -0.09 0.47
-0.56 0.02 0.14
-0.05 0.33 0.45
0.40 -0.60 -0.73
0.67 -0.35 1.76
-0.01 0.02 -0.14
0.14 0.11 0.60

=====

# 5
Entry from the Open Molecules 2025 dataset: an isolated molecule of C21H27N3O4 in a non-equilibrium geometry (ωB97M-V with the def2-TZVPD basis set).

Its relative energy (zero: lowest compared OMol25 entry of this formula, charge and spin) is 19.014 eV. The frontier orbital gap is 8.6678 eV. The spin multiplicity is 1. The net charge is 0. Its LUMO energy is 0.026 hartree. Its SMILES is CCc1cc(CNC(=O)[C@H]2CCC(=O)N(CCc3ccc(OC)cc3)C2)on1.

Each line ends with the Löwdin charge.
Element x y z (Å)
H  -1.9735  1.0480  -3.1476  0.079
H  1.1319  0.2963  3.5824  0.103
H  3.1595  1.4262  2.7339  0.215
H  3.3361  -2.6067  0.5080  0.019
C  2.5123  -2.1719  0.4582  0.015
H  3.0286  -4.8606  -0.4015  -0.013
H  -4.9703  -0.1390  -2.0257  0.113
H  -5.3626  1.5358  2.3638  0.120
H  1.5096  0.1808  -0.7946  0.048
C  3.7175  2.2047  -0.9377  -0.123
H  2.1443  -5.1589  -1.8739  0.151
H  -6.5382  0.7527  0.3156  0.110
C  -5.8481  0.4415  2.3037  0.000
H  -0.7394  -2.5389  -0.0657  0.099
C  0.1408  -2.2505  0.3285  -0.113
C  1.3171  -2.8582  -0.1665  -0.142
C  1.1079  -0.6859  1.8233  -0.099
H  2.6077  2.1266  -2.7235  0.113
C  -2.0220  0.2272  -2.5397  -0.030
H  -0.9627  -0.8724  1.4335  0.130
C  -4.2174  -0.0666  -1.2707  0.027
C  0.2846  1.2647  -2.0738  -0.292
C  3.7320  1.9348  0.3658  -0.388
H  -6.7439  0.3505  2.6378  -0.030
H  -5.1860  -0.2894  2.7020  0.041
C  2.1019  1.8203  2.0677  -0.249
H  0.2679  1.8765  0.6374  0.120
N  2.3122  1.8613  0.8108  -0.117
H  3.2707  -3.8557  -1.6378  0.130
C  1.1175  0.7068  2.5855  -0.115
C  1.4322  1.0953  -1.1055  -0.111
H  -6.1985  -0.9360  0.6675  0.052
H  4.8652  1.9733  -1.2922  0.193
N  -3.6097  0.4829  0.9202  0.234
C  -5.9057  -0.0362  0.5739  -0.093
H  3.2593  0.8037  -2.5455  0.065
H  3.7424  3.2744  -1.0381  0.139
H  0.0169  0.8032  2.5794  0.098
O  -2.4998  0.6224  -0.2392  -0.040
O  0.0221  2.0569  -3.0218  0.027
H  -1.9210  -0.7102  -3.1281  0.142
H  1.2259  3.2123  -0.3271  0.172
C  -4.6430  0.1602  0.1471  -0.360
C  -2.9694  0.2468  -1.4251  -0.329
O  1.3405  -3.8706  -1.0880  -0.045
C  1.1566  2.1557  0.1266  -0.028
C  2.5266  -4.4637  -1.0188  -0.137
O  4.5562  1.5866  1.2400  0.044
C  2.7987  1.4144  -1.9193  -0.027
C  0.0141  -1.3433  1.1500  -0.118
H  1.7657  2.4023  2.7588  0.057
H  3.2263  -0.8357  1.8122  0.037
N  -0.5507  -0.0510  -2.0303  0.102
H  -0.3345  -0.4980  -1.2442  -0.006
C  2.4478  -1.2456  1.4484  0.009

Cartesian forces, eV/Å:
0.09 2.16 -1.38
1.30 0.90 1.05
-2.77 1.24 -2.33
7.57 -3.87 -1.01
-8.06 -0.60 -1.32
5.29 -5.30 10.06
-0.14 -0.62 -0.45
-1.34 -2.64 -0.02
-0.09 -5.20 2.27
5.94 -0.24 -7.96
2.39 -0.65 1.40
-1.54 0.51 -1.38
6.27 2.00 -5.14
-2.93 -1.65 -1.66
2.61 -7.85 -7.03
1.32 4.10 2.96
3.65 -0.62 -2.23
-0.87 0.69 0.36
3.98 -4.76 1.55
0.57 -0.80 -0.62
-4.62 0.11 1.03
-2.74 -3.16 -3.80
-2.69 -3.84 9.24
-5.75 -0.26 2.30
0.55 -0.28 0.74
3.52 -8.61 8.87
-0.71 0.11 0.37
4.11 1.78 -2.41
-0.47 -0.26 0.86
-2.59 -4.76 -1.44
-0.48 7.33 -4.32
-2.66 -6.36 -0.22
-2.45 0.55 0.66
0.56 0.09 -4.57
-1.29 6.58 6.84
2.09 -4.35 -1.38
-0.74 0.73 -0.39
0.08 1.63 -0.46
0.45 0.01 2.94
1.36 -1.74 3.99
-2.07 0.65 -0.12
-0.92 -1.32 0.70
7.61 0.12 -3.42
1.34 0.59 1.75
-3.17 3.89 4.09
1.91 0.00 -6.30
-3.16 2.24 -16.02
-0.83 1.55 -3.21
-3.40 5.42 3.88
0.23 10.37 9.20
-1.71 6.31 2.83
5.68 2.59 2.65
-0.21 7.91 -4.61
0.02 -2.44 4.15
-10.11 0.02 -1.54

=====

# 6
Entry from the Open Molecules 2025 dataset: a structure of composition C4H3LiO2Zn in a non-equilibrium geometry (ωB97M-V with the def2-TZVPD basis set).

The expectation value of S² is 0.752. Its relative energy (zero: lowest compared OMol25 entry of this formula, charge and spin) is 0.402 eV. The frontier orbital gap (alpha / beta) is 8.3742 / 7.4192 eV. The spin multiplicity is 2. The net charge is +1. Its LUMO energy (alpha / beta) is -0.150 / -0.208 hartree.

Each line ends with the Löwdin charge.
Element x y z (Å)
C  0.2288  0.2461  0.4010  -0.385
Li  0.2911  -1.1465  -1.7233  0.795
O  1.2447  -0.3401  -0.3014  -0.542
C  -1.3356  -0.4877  1.7822  0.047
Zn  2.9730  0.0079  -0.2341  0.861
H  -2.1316  -0.4983  2.5244  0.128
C  -1.4241  -0.4599  0.3627  -0.276
H  0.0632  1.3013  0.1288  0.148
C  -0.0049  -0.0842  1.8244  0.038
H  0.7317  -0.3580  2.5843  0.131
O  -1.8204  -1.0910  -0.5875  0.057

Cartesian forces, eV/Å:
-2.64 1.09 0.54
-0.59 -0.04 0.32
-1.87 -1.20 -1.01
0.14 1.90 1.12
2.50 0.53 0.19
0.37 -0.53 0.04
3.28 -0.65 -1.69
0.26 -0.23 0.35
-1.04 -1.82 -0.13
-0.23 0.58 0.01
-0.17 0.36 0.26